Record 1
Computed, not measured: a cluster of 2 separate species, C8H16OS2 in total, with the ωB97M-V functional and the def2-TZVPD basis.

Total energy in eV: -32269.33386
Energy above the lowest of the compared OMol25 structures with the same formula, charge and spin in kJ/mol: 177.7
E_HOMO in eV: -7.69
E_LUMO in eV: 0.485

```
! wB97M-V def2-TZVPD RIJCOSX def2/J DEFGRID3
* xyz 0 1
C 0.516 1.924 1.323
C -0.036 0.766 1.600
C 0.472 0.022 2.758
C -1.823 -0.943 1.222
C -1.452 -1.356 -2.746
C 2.413 0.986 -1.164
C -0.913 0.086 0.606
C 0.319 -0.913 -0.860
O -0.046 1.364 -2.336
S -0.613 -2.273 -1.439
S 0.972 0.282 -2.108
H 0.313 2.406 0.377
H 1.291 2.443 1.843
H 0.888 0.656 3.511
H -0.348 -0.417 3.178
H 1.195 -0.801 2.571
H -1.099 -1.772 1.603
H -2.516 -1.252 0.535
H -2.407 -0.495 2.056
H -2.159 -1.959 -3.299
H -0.742 -0.934 -3.545
H -1.960 -0.514 -2.286
H 2.474 2.100 -1.264
H 3.319 0.497 -1.453
H 2.209 0.771 -0.141
H -1.433 0.679 -0.209
H 1.167 -1.354 -0.332
*
```

What are the Mulliken partial charges on each atom? They are as follows, in elementary charge units: -1.22 0.74 -1.62 -1.70 -0.89 -0.82 0.24 -0.52 -0.58 -0.05 0.41 0.44 0.33 0.45 0.48 0.24 0.31 0.53 0.36 0.39 0.28 0.27 0.34 0.41 0.14 0.57 0.46

Record 2
Computed, not measured: a cluster of 7 separate species, C42H35N7O14 in total, with the ωB97M-V functional and the def2-TZVPD basis.

Total energy in eV: -83197.84418
Energy above the lowest of the compared OMol25 structures with the same formula, charge and spin in kJ/mol: 63.1
E_HOMO in eV: -9.67
SMILES string: O=[N+]([O-])c1ccccc1.O=[N+]([O-])c1ccccc1.O=[N+]([O-])c1ccccc1.O=[N+]([O-])c1ccccc1.O=[N+]([O-])c1ccccc1.O=[N+]([O-])c1ccccc1.O=[N+]([O-])c1ccccc1
E_LUMO in eV: -0.671

```
! wB97M-V def2-TZVPD RIJCOSX def2/J DEFGRID3
* xyz 0 1
C -4.785 -0.549 -3.674
C -5.643 -1.628 -3.651
C -6.597 -1.740 -2.646
C -6.597 -0.840 -1.583
C -5.801 0.284 -1.643
C -4.909 0.435 -2.690
N -7.483 -1.079 -0.430
O -7.484 -0.279 0.475
O -8.158 -2.102 -0.476
H -3.993 -0.443 -4.404
H -5.664 -2.403 -4.406
H -7.207 -2.631 -2.610
H -5.834 1.086 -0.917
H -4.178 1.232 -2.664
C -0.657 2.227 3.846
C -1.768 1.952 4.635
C -1.755 2.309 5.969
C -0.648 2.959 6.497
C 0.504 3.170 5.739
C 0.487 2.807 4.404
N -0.642 3.331 7.912
O -1.695 3.586 8.453
O 0.436 3.341 8.471
H -0.704 2.049 2.779
H -2.672 1.533 4.214
H -2.641 2.189 6.578
H 1.323 3.672 6.233
H 1.366 2.989 3.799
C -3.695 -5.236 -3.716
C -2.898 -4.086 -3.696
C -1.568 -4.150 -4.121
C -1.039 -5.412 -4.427
C -1.789 -6.573 -4.306
C -3.131 -6.456 -3.999
N 0.391 -5.517 -4.744
O 1.062 -4.505 -4.659
O 0.819 -6.593 -5.098
H -4.746 -5.099 -3.499
H -3.302 -3.115 -3.449
H -0.898 -3.307 -4.167
H -1.316 -7.503 -4.593
H -3.782 -7.321 -4.037
C -3.157 7.466 2.358
C -2.970 7.438 0.976
C -2.067 6.557 0.378
C -1.319 5.743 1.197
C -1.381 5.853 2.571
C -2.319 6.683 3.156
N -0.359 4.759 0.623
O -0.593 4.390 -0.512
O 0.508 4.316 1.342
H -3.948 8.043 2.813
H -3.623 7.964 0.292
H -1.995 6.450 -0.695
H -0.705 5.213 3.127
H -2.427 6.660 4.232
C 8.308 4.757 2.140
C 8.193 3.856 1.091
C 7.004 3.104 1.046
C 6.017 3.250 1.977
C 6.178 4.142 3.033
C 7.368 4.840 3.160
N 4.733 2.548 1.844
O 4.695 1.638 1.064
O 3.793 2.973 2.466
H 9.142 5.451 2.104
H 8.933 3.701 0.323
H 6.803 2.578 0.119
H 5.426 4.323 3.788
H 7.442 5.599 3.925
C 2.292 -8.309 -2.331
C 1.549 -7.208 -1.850
C 2.045 -5.925 -1.757
C 3.339 -5.702 -2.202
C 4.096 -6.723 -2.753
C 3.572 -8.008 -2.767
N 3.898 -4.345 -2.202
O 3.172 -3.403 -1.976
O 5.078 -4.248 -2.457
H 1.851 -9.285 -2.451
H 0.527 -7.468 -1.593
H 1.455 -5.108 -1.367
H 5.075 -6.507 -3.151
H 4.182 -8.832 -3.122
C 1.855 0.044 0.939
C 1.877 -1.103 0.145
C 1.074 -1.192 -0.966
C 0.141 -0.186 -1.234
C 0.166 0.982 -0.507
C 1.034 1.100 0.572
N -0.825 -0.369 -2.319
O -1.477 0.562 -2.735
O -0.921 -1.494 -2.766
H 2.500 0.147 1.799
H 2.527 -1.943 0.353
H 1.005 -2.144 -1.475
H -0.486 1.827 -0.685
H 1.014 1.964 1.220
*
```

What are the Mulliken partial charges on each atom? They are as follows, in elementary charge units: -0.45 -0.31 -0.44 0.09 -0.42 -0.41 1.00 -0.60 -0.60 0.39 0.54 0.40 0.43 0.40 -0.14 -0.78 -0.36 0.22 -0.50 -0.42 0.93 -0.57 -0.56 0.49 0.40 0.42 0.42 0.47 -0.46 -0.37 -0.64 0.11 -0.38 -0.51 1.12 -0.62 -0.62 0.46 0.49 0.57 0.50 0.37 -0.54 -0.33 -0.58 0.35 -0.32 -0.51 1.05 -0.60 -0.56 0.40 0.34 0.45 0.47 0.41 -0.27 -0.65 -0.11 -0.01 -0.09 -0.62 0.99 -0.56 -0.55 0.34 0.39 0.37 0.42 0.35 -0.81 -0.13 -0.45 0.54 -0.65 -0.27 0.96 -0.58 -0.61 0.40 0.37 0.37 0.46 0.35 -0.78 -0.45 -0.14 -0.25 -0.35 0.02 0.98 -0.62 -0.56 0.40 0.40 0.44 0.50 0.37

Record 3
Computed, not measured: a structure of composition C34H30CoN5O2P2S, with the ωB97M-V functional and the def2-TZVPD basis.

Total energy in eV: -114324.80604
Energy above the lowest of the compared OMol25 structures with the same formula, charge and spin in kJ/mol: 158.5
E_HOMO (alpha / beta) in eV: -10.14 / -10.14
E_LUMO (alpha / beta) in eV: -3.899 / -2.634

```
! wB97M-V def2-TZVPD RIJCOSX def2/J DEFGRID3
* xyz 1 2
Co -0.011 -0.074 0.117
N 1.878 2.081 0.436
P 2.198 0.415 0.244
C 2.257 -0.070 2.014
C 1.221 -0.844 2.524
C 1.160 -1.124 3.876
C 2.133 -0.622 4.724
C 3.180 0.130 4.215
C 3.251 0.402 2.861
C 3.946 0.306 -0.205
C 4.820 1.386 -0.192
C 6.164 1.175 -0.446
C 6.635 -0.102 -0.713
C 5.757 -1.175 -0.750
C 4.413 -0.971 -0.507
P 0.099 2.238 0.457
C 0.029 4.004 0.005
C 0.663 4.414 -1.168
C 0.762 5.759 -1.474
C 0.218 6.706 -0.621
C -0.468 6.299 0.511
C -0.575 4.953 0.823
C -0.087 2.240 2.264
C 0.744 3.023 3.059
C 0.687 2.903 4.435
C -0.190 2.000 5.018
C -1.023 1.225 4.228
C -0.974 1.345 2.850
H 2.332 2.690 -0.237
H 0.450 -1.244 1.846
H 0.354 -1.729 4.261
H 2.072 -0.822 5.783
H 3.945 0.504 4.878
H 4.068 0.979 2.450
H 4.459 2.379 0.037
H 6.846 2.012 -0.428
H 7.688 -0.259 -0.891
H 6.120 -2.168 -0.967
H 3.708 -1.791 -0.535
H 1.078 3.680 -1.847
H 1.274 6.073 -2.371
H 0.327 7.758 -0.842
H -0.908 7.037 1.164
H -1.115 4.640 1.703
H 1.438 3.706 2.586
H 1.326 3.513 5.056
H -0.223 1.893 6.092
H -1.703 0.519 4.680
H -1.638 0.760 2.222
N -5.499 1.584 -5.607
C -4.992 1.349 -4.373
C -5.134 0.090 -3.761
C -4.551 -0.162 -2.538
C -3.831 0.843 -1.911
C -3.686 2.093 -2.488
C -4.272 2.355 -3.704
S -2.945 0.507 -0.418
O -2.420 1.756 0.109
O -3.667 -0.326 0.497
N -1.612 -0.332 -0.942
C -1.561 -1.669 -1.015
N -2.533 -2.445 -1.478
C -2.302 -3.745 -1.495
C -1.100 -4.311 -1.087
C -0.133 -3.432 -0.624
N -0.361 -2.134 -0.575
H -6.088 0.903 -6.053
H -5.480 2.515 -5.983
H -5.704 -0.680 -4.259
H -4.637 -1.120 -2.054
H -3.123 2.842 -1.954
H -4.181 3.333 -4.154
H -3.116 -4.358 -1.860
H -0.925 -5.372 -1.120
H 0.834 -3.765 -0.270
*
```

What are the Mulliken partial charges on each atom? They are as follows, in elementary charge units: -0.47 -0.20 0.71 0.41 0.07 -0.76 -0.58 -0.84 -0.70 0.77 -0.36 -0.74 -0.51 -0.71 -0.37 1.16 0.52 -0.43 -0.78 -0.52 -0.74 -0.67 0.34 -0.08 -0.90 -0.53 -0.72 -0.39 0.44 0.34 0.52 0.44 0.44 0.50 0.40 0.42 0.40 0.41 0.45 0.51 0.44 0.42 0.43 0.60 0.45 0.43 0.45 0.52 0.32 -0.48 1.18 -0.83 -0.66 -0.32 -0.50 -0.87 1.65 -0.67 -0.75 -0.37 0.34 -0.28 -0.23 -0.92 0.18 -0.16 0.20 0.19 0.30 0.48 0.56 0.30 0.44 0.41 0.44

Record 4
Computed, not measured: an isolated molecule of C2H5PS2, with the ωB97M-V functional and the def2-TZVPD basis.

Total energy in eV: -33113.29713
Energy above the lowest of the compared OMol25 structures with the same formula, charge and spin in kJ/mol: 77.1
E_HOMO in eV: -8.80
SMILES string: CC1SPS1
E_LUMO in eV: -1.146

```
! wB97M-V def2-TZVPD RIJCOSX def2/J DEFGRID3
* xyz 0 1
C -0.069 0.072 -0.642
C -1.434 -0.028 0.023
P 2.675 -0.103 0.344
S 1.020 -1.348 -0.202
S 0.839 1.594 -0.109
H -0.142 0.083 -1.728
H -1.458 -0.876 0.701
H -2.214 -0.140 -0.723
H -1.640 0.865 0.607
H 2.423 -0.119 1.730
*
```

What are the Mulliken partial charges on each atom? They are as follows, in elementary charge units: 0.02 -1.06 0.04 -0.19 -0.25 0.41 0.32 0.28 0.34 0.10

Record 5
Computed, not measured: a cluster of 2 separate species, C6H17NO in total, with the ωB97M-V functional and the def2-TZVPD basis.

Total energy in eV: -10034.04939
Energy above the lowest of the compared OMol25 structures with the same formula, charge and spin in kJ/mol: 147.9
E_HOMO in eV: -8.29
SMILES string: CCCCNCC.O
E_LUMO in eV: 0.840

```
! wB97M-V def2-TZVPD RIJCOSX def2/J DEFGRID3
* xyz 0 1
C 0.818 0.706 -1.269
N 0.140 1.910 -0.702
C -1.182 1.693 -0.173
C -1.375 1.514 1.330
C 0.983 -0.417 -0.219
C 0.952 -2.254 -1.984
C 0.442 -1.725 -0.618
H 0.222 0.528 -2.185
H 1.824 1.062 -1.536
H 0.718 2.520 -0.131
H -1.777 2.613 -0.430
H -1.744 0.967 -0.795
H -0.561 2.086 1.816
H -1.314 0.561 1.797
H -2.314 1.999 1.708
H 0.533 -0.041 0.754
H 2.047 -0.337 -0.011
H 0.462 -1.671 -2.793
H 2.022 -2.249 -2.141
H 0.624 -3.217 -2.331
H -0.681 -1.750 -0.714
H 0.543 -2.522 0.163
H -0.772 -1.078 2.886
H -0.473 -0.055 4.008
O -0.138 -0.841 3.569
*
```

What are the Mulliken partial charges on each atom? They are as follows, in elementary charge units: -0.84 -0.36 -0.45 -0.86 -0.06 -1.27 -0.37 0.35 0.34 0.26 0.33 0.24 0.29 0.00 0.37 0.09 0.39 0.30 0.31 0.42 0.20 0.32 0.34 0.32 -0.64

Record 6
Computed, not measured: a cluster of 3 separate species, H5O2S in total, with the ωB97M-V functional and the def2-TZVPD basis.

Total energy in eV: -15012.21857
Energy above the lowest of the compared OMol25 structures with the same formula, charge and spin in kJ/mol: 87.0
E_HOMO in eV: -2.52
E_LUMO in eV: 2.884

```
! wB97M-V def2-TZVPD RIJCOSX def2/J DEFGRID3
* xyz -1 1
S 0.736 1.791 -2.085
H 1.710 0.869 -2.082
H -1.957 -1.690 -4.995
H -2.396 -0.569 -4.129
O -2.740 -1.392 -4.510
H 0.785 0.182 6.055
H 2.124 0.728 5.566
O 1.737 0.082 6.181
*
```

What are the Mulliken partial charges on each atom? They are as follows, in elementary charge units: -0.93 -0.07 0.31 0.35 -0.68 0.32 0.33 -0.65

Record 7
Computed, not measured: a cluster of 3 separate species, C6H10O3 in total, with the ωB97M-V functional and the def2-TZVPD basis.

Total energy in eV: -12525.18963
Energy above the lowest of the compared OMol25 structures with the same formula, charge and spin in kJ/mol: 152.7
E_HOMO in eV: -8.53
SMILES string: Oc1ccccc1.O.O
E_LUMO in eV: 0.593

```
! wB97M-V def2-TZVPD RIJCOSX def2/J DEFGRID3
* xyz 0 1
C 1.802 -0.371 1.732
C 2.312 -0.660 0.426
C 1.507 -1.104 -0.585
C 0.102 -1.191 -0.309
O -0.696 -1.596 -1.327
C -0.339 -0.816 0.960
C 0.435 -0.328 1.999
H 2.211 0.199 2.478
H 3.407 -0.359 0.370
H 1.945 -1.340 -1.559
H -1.538 -1.201 -1.268
H -1.397 -0.584 1.190
H -0.089 0.094 2.828
H -1.318 0.911 -3.124
H -1.488 1.537 -1.651
O -1.651 0.789 -2.204
H -2.374 1.642 0.214
H -1.000 2.154 0.083
O -1.830 2.223 -0.253
*
```

What are the Mulliken partial charges on each atom? They are as follows, in elementary charge units: -0.67 -0.31 -0.41 0.50 -0.52 -0.35 -0.36 0.36 0.27 0.40 0.28 0.40 0.41 0.28 0.38 -0.61 0.32 0.32 -0.68

Record 8
Computed, not measured: a cluster of 6 separate species, C35H74BN5O8 in total, with the ωB97M-V functional and the def2-TZVPD basis.

Total energy in eV: -61997.99933
E_HOMO in eV: -8.88
SMILES string: C=CC(=O)OCCCCCCBCCCCCCCCCCOC.CNC(C)=O.CNC(C)=O.CNC(C)=O.CNC(C)=O.CNC(C)=O
E_LUMO in eV: 0.495

```
! wB97M-V def2-TZVPD RIJCOSX def2/J DEFGRID3
* xyz 0 1
C -2.015 -0.692 0.776
C -3.262 -0.670 1.443
C -4.362 -1.696 0.889
O -4.961 -2.454 1.659
O -4.529 -1.674 -0.523
C -5.573 -0.728 -0.886
C -5.034 0.478 -1.803
C -4.304 -0.067 -3.157
C -2.702 -0.088 -2.867
C -2.068 1.173 -3.610
C -0.471 1.295 -3.510
B 0.166 0.833 -2.096
C 0.876 -0.604 -1.863
C 1.454 -0.844 -0.380
C 2.116 0.441 0.295
C 3.073 0.129 1.531
C 2.319 -0.300 2.883
C 0.886 0.364 3.101
C 0.906 1.952 3.304
C -0.170 2.703 2.392
C -1.627 2.831 3.093
C -2.664 3.086 1.873
O -2.255 4.225 1.075
C -1.949 3.852 -0.280
H -1.426 0.288 0.746
H -1.581 -1.604 0.259
H -3.439 0.012 2.333
H -5.976 -0.272 0.084
H -6.434 -1.301 -1.374
H -4.288 1.066 -1.152
H -5.881 1.217 -2.039
H -4.585 0.591 -4.036
H -4.726 -1.112 -3.345
H -2.290 -1.046 -3.338
H -2.601 -0.079 -1.737
H -2.309 1.039 -4.728
H -2.592 2.140 -3.302
H -0.006 0.743 -4.396
H -0.227 2.417 -3.620
H 0.132 1.610 -1.199
H 0.142 -1.440 -2.145
H 1.737 -0.687 -2.615
H 0.663 -1.340 0.268
H 2.300 -1.619 -0.488
H 2.778 0.923 -0.517
H 1.341 1.225 0.563
H 3.738 -0.763 1.235
H 3.793 0.981 1.757
H 2.288 -1.446 2.979
H 2.978 0.045 3.761
H 0.436 -0.109 4.043
H 0.222 0.066 2.227
H 0.685 2.221 4.394
H 1.958 2.327 3.087
H -0.375 2.161 1.399
H 0.211 3.745 2.128
H -1.868 1.805 3.531
H -1.674 3.661 3.864
H -2.684 2.155 1.195
H -3.709 3.290 2.267
H -1.724 4.781 -0.910
H -1.056 3.158 -0.392
H -2.830 3.330 -0.812
C -7.260 0.289 -6.284
C -7.087 1.529 -5.448
O -6.888 1.476 -4.242
N -7.159 2.735 -6.072
C -7.384 3.008 -7.476
H -7.177 -0.591 -5.645
H -8.246 0.284 -6.752
H -6.479 0.236 -7.046
H -7.033 3.518 -5.446
H -6.531 3.572 -7.859
H -8.285 3.620 -7.568
H -7.506 2.097 -8.058
C 2.751 5.608 -4.313
C 2.161 4.237 -4.112
O 1.108 4.064 -3.514
N 2.836 3.170 -4.619
C 4.085 3.163 -5.351
H 2.100 6.351 -3.853
H 3.733 5.669 -3.838
H 2.831 5.831 -5.379
H 2.377 2.287 -4.444
H 3.908 2.711 -6.329
H 4.802 2.550 -4.800
H 4.490 4.163 -5.482
C 4.534 2.721 6.584
C 5.113 1.991 5.401
O 4.745 2.216 4.256
N 6.073 1.056 5.633
C 6.640 0.647 6.901
H 3.783 3.431 6.237
H 4.054 2.014 7.264
H 5.318 3.274 7.105
H 6.411 0.611 4.792
H 7.717 0.827 6.871
H 6.461 -0.423 7.029
H 6.206 1.188 7.739
C 4.430 -5.340 -1.583
C 3.186 -4.496 -1.508
O 2.937 -3.628 -2.336
N 2.324 -4.719 -0.481
C 2.435 -5.687 0.592
H 5.015 -5.044 -2.454
H 5.041 -5.191 -0.690
H 4.165 -6.394 -1.688
H 1.514 -4.115 -0.500
H 1.561 -6.343 0.551
H 2.431 -5.148 1.541
H 3.341 -6.285 0.518
C 0.601 -6.115 4.112
C 2.045 -5.803 4.404
O 2.745 -5.171 3.622
N 2.569 -6.245 5.579
C 1.914 -7.000 6.626
H 0.331 -5.697 3.142
H 0.449 -7.196 4.077
H -0.042 -5.667 4.872
H 3.540 -5.997 5.702
H 1.967 -6.422 7.551
H 2.454 -7.939 6.762
H 0.874 -7.212 6.391
*
```

Here are the Mulliken charges for atoms 1 to 99, given in e: 0.19 -0.10 0.09 -0.56 -0.27 -0.73 0.45 -0.56 0.80 -0.76 -0.12 0.62 -0.55 0.18 0.15 -0.90 -0.40 0.68 -0.79 0.95 -0.76 0.12 -0.42 -0.19 0.04 0.17 0.30 0.35 0.32 -0.52 0.34 0.04 0.34 0.22 -0.68 0.39 0.22 0.27 -0.07 -0.46 0.21 0.22 -0.10 0.05 0.32 -0.37 0.34 0.30 0.18 0.08 0.48 -0.89 0.31 0.21 -1.06 0.32 0.23 0.35 -0.28 0.34 0.31 -0.05 0.12 -1.39 0.81 -0.60 -0.17 -0.84 0.28 0.45 0.37 0.24 0.28 0.29 0.32 -1.54 0.92 -0.61 -0.07 -0.98 0.29 0.38 0.38 0.16 0.30 0.30 0.39 -1.37 0.82 -0.61 -0.15 -0.86 0.30 0.36 0.40 0.23 0.29 0.28 0.33